No. 1
{"formula": "C32H43IrN3O", "method": "wB97M-V/def2-TZVPD", "charge": -1, "gap_ev": [2.60, 5.25], "total_energy_ha": -1588.80467, "e_homo_ev": [-0.2, -4.8], "relative_energy_kj_mol": 0.0, "fmax_ev_per_a": 2.8, "multiplicity": 5, "symbols": ["Ir", "N", "N", "C", "C", "C", "C", "H", "H", "H", "C", "C", "H", "H", "H", "C", "C", "H", "H", "H", "C", "H", "H", "H", "C", "H", "H", "H", "C", "H", "C", "H", "C", "H", "C", "H", "C", "C", "H", "C", "C", "H", "C", "H", "N", "C", "C", "C", "H", "C", "C", "H", "H", "H", "C", "H", "C", "C", "H", "H", "H", "C", "H", "H", "H", "C", "C", "O", "C", "C", "H", "H", "H", "H", "H", "H", "H", "H", "H", "H"], "xyz": [[0.918, 0.048, 0.399], [1.001, -2.750, 2.968], [0.545, -2.287, -0.668], [1.541, 2.065, 0.098], [2.685, 1.271, 0.457], [2.454, 0.736, 1.772], [3.336, -0.195, 2.537], [4.231, -0.424, 1.948], [2.793, -1.128, 2.765], [3.646, 0.253, 3.488], [1.207, 1.261, 2.251], [0.689, 1.102, 3.642], [1.251, 1.751, 4.330], [0.801, 0.065, 3.984], [-0.369, 1.379, 3.681], [0.635, 2.068, 1.217], [-0.578, 2.930, 1.344], [-1.289, 2.472, 2.038], [-1.056, 3.059, 0.370], [-0.297, 3.922, 1.726], [3.914, 1.091, -0.376], [4.686, 1.824, -0.099], [3.672, 1.242, -1.429], [4.328, 0.089, -0.228], [1.386, 2.841, -1.166], [0.326, 3.017, -1.372], [1.810, 2.280, -2.003], [1.896, 3.810, -1.107], [0.458, -3.446, 3.977], [0.956, -3.385, 4.948], [-0.694, -4.239, 3.830], [-1.100, -4.750, 4.700], [-1.277, -4.355, 2.568], [-2.158, -4.975, 2.397], [-0.696, -3.659, 1.509], [-1.048, -3.712, 0.483], [0.442, -2.868, 1.758], [1.105, -2.142, 0.652], [2.209, -2.212, 0.683], [0.393, -1.004, -1.107], [0.794, -3.114, -1.780], [0.994, -4.164, -1.665], [0.618, -2.356, -2.880], [0.654, -2.609, -3.923], [0.383, -1.030, -2.467], [0.222, 0.116, -3.316], [1.244, 0.454, -4.209], [1.050, 1.550, -5.064], [1.830, 1.801, -5.787], [-0.131, 2.295, -5.024], [-0.346, 3.421, -5.996], [-0.886, 4.250, -5.529], [-0.938, 3.098, -6.862], [0.609, 3.794, -6.375], [-1.124, 1.943, -4.101], [-2.053, 2.515, -4.067], [-0.975, 0.832, -3.260], [-2.079, 0.376, -2.365], [-2.257, -0.706, -2.451], [-3.011, 0.889, -2.625], [-1.868, 0.589, -1.305], [2.512, -0.339, -4.254], [2.358, -1.337, -4.699], [2.965, -0.475, -3.256], [3.241, 0.194, -4.883], [-4.591, -0.006, 1.441], [-3.108, 0.147, 1.159], [-2.332, 0.304, 2.346], [-2.280, -0.852, 3.198], [-2.807, -0.547, 4.591], [-5.137, 0.146, 0.507], [-4.949, 0.748, 2.151], [-4.846, -1.003, 1.822], [-2.733, -0.710, 0.571], [-2.909, 1.057, 0.582], [-2.849, -1.689, 2.749], [-1.217, -1.150, 3.259], [-2.722, -1.455, 5.198], [-3.870, -0.266, 4.544], [-2.210, 0.245, 5.061]]}

No. 2
{"formula": "BH4NS", "method": "wB97M-V/def2-TZVPD", "charge": 0, "gap_ev": 10.12, "total_energy_ha": -480.22471, "e_homo_ev": -9.5, "relative_energy_kj_mol": 45.0, "fmax_ev_per_a": 4.3, "smiles": "NBS", "symbols": ["N", "B", "S", "H", "H", "H", "H"], "xyz": [[-0.960, -0.474, 0.044], [0.295, 0.138, 0.014], [0.861, 0.438, -1.686], [-1.668, -0.498, 0.827], [-1.340, -0.410, -0.823], [1.117, 0.368, 1.073], [2.076, 0.522, -1.270]]}

No. 3
{"formula": "C3H12N4", "method": "wB97M-V/def2-TZVPD", "charge": 0, "gap_ev": 9.40, "total_energy_ha": -340.36094, "e_homo_ev": -8.3, "relative_energy_kj_mol": 444.9, "fmax_ev_per_a": 2.2, "symbols": ["C", "C", "H", "H", "H", "H", "H", "H", "N", "N", "N", "C", "N", "H", "H", "H", "H", "H", "H"], "xyz": [[-0.926, -1.803, 0.288], [0.322, -2.100, 0.947], [0.856, -2.981, 0.602], [0.347, -1.976, 2.026], [1.096, -1.086, 0.459], [-1.323, -2.566, -0.379], [-1.704, -1.346, 0.893], [-0.662, -0.831, -0.487], [-0.472, 1.439, -0.388], [-0.175, 1.730, 0.973], [-0.395, 2.569, -1.236], [0.237, 0.335, -0.945], [1.384, -0.048, -0.371], [0.797, 1.486, 1.170], [-0.775, 1.159, 1.558], [-1.169, 3.179, -0.994], [0.471, 3.083, -1.061], [1.990, -0.524, -1.031], [0.100, 0.283, -2.023]]}